# C2F3HgNO5S2

A molecular structure, C2F3HgNO5S2 in a non-equilibrium geometry (wB97M-V/def2-TZVPD, the OMol25 dataset).

CARTESIAN COORDINATES (ANGSTROEM)
Hg -1.44251 0.48513 -1.95860
N -0.07210 -0.06988 1.19170
S -0.78093 1.46827 0.99447
O -1.99102 1.16500 -0.11090
S 0.82900 -0.59226 0.00755
O 0.36353 -0.18860 -1.36407
O 1.13230 -2.01408 0.16924
C 2.52731 0.20794 0.07300
F 2.46917 1.49289 -0.24021
F 3.01044 0.08491 1.30126
F 3.34378 -0.40514 -0.77356
O -2.79561 -0.96362 -0.78992
C -3.05483 -0.33105 0.21121
O -3.53854 -0.33952 1.28885

Calculated values
- Calculated total energy: -47798.3781 eV
- 2S+1: 2
- E_HOMO (spin up / spin down): -3.985 / -4.490 eV
- Net charge: -1
- Energy above the lowest of the compared OMol25 structures with the same formula, charge and spin: 1.2 kcal per mole
- Gap between HOMO and LUMO (spin up / spin down): 0.2685 / 0.2454 hartree

Let us look at the natural (NBO) charges, expressed in e, one per atom:
1 Hg 0.883
2 N -1.121
3 S 0.639
4 O -1.056
5 S 2.174
6 O -1.105
7 O -0.927
8 C 0.726
9 F -0.318
10 F -0.318
11 F -0.319
12 O -0.721
13 C 1.038
14 O -0.575

=====

# C2F3NO3PbS2

A molecular structure, C2F3NO3PbS2 in a non-equilibrium geometry (wB97M-V/def2-TZVPD, the OMol25 dataset).

CARTESIAN COORDINATES (ANGSTROEM)
N -0.74430 -1.99338 0.72017
S 0.05936 -2.41649 -0.80378
S -1.11892 -0.48546 0.93229
C -2.36447 0.03128 -0.44355
F -1.85311 0.12484 -1.66733
F -3.38162 -0.82567 -0.47710
F -2.85200 1.23284 -0.10967
O 4.09880 2.10523 1.51082
C 3.55540 1.43953 0.74879
O 3.15635 0.66654 -0.04064
O 0.04088 0.48882 0.44160
Pb 1.40364 -0.36809 -0.81160

Calculated values
- Calculated total energy: -44775.0433 eV
- 2S+1: 1
- E_HOMO: -8.022 eV
- Gap between HOMO and LUMO: 0.2702 hartree

Let us look at the natural (NBO) charges, expressed in e, one per atom:
1 N -1.000
2 S -0.189
3 S 1.287
4 C 0.754
5 F -0.323
6 F -0.315
7 F -0.330
8 O -0.426
9 C 1.083
10 O -0.617
11 O -1.085
12 Pb 1.160

=====

# C2F6NO4S2Tm

A molecular structure, C2F6NO4S2Tm in a non-equilibrium geometry (wB97M-V/def2-TZVPD, the OMol25 dataset).

CARTESIAN COORDINATES (ANGSTROEM)
O 1.48730 6.98481 0.56990
Tm -0.40695 6.46004 -0.62832
N -1.45055 4.59335 0.57154
S 2.39422 5.74313 1.25335
O 3.79416 5.75085 0.72269
C 2.62276 6.44808 2.97736
F 3.33351 5.58838 3.70347
F 1.44974 6.63282 3.57309
F 3.26881 7.60498 2.93292
S -1.80312 3.86879 -0.71114
O -1.21185 4.65027 -1.90360
O -3.17003 3.37398 -0.97830
C -0.81399 2.28897 -0.85654
F 0.48938 2.54264 -0.75901
F -1.15258 1.45497 0.12593
F -1.02444 1.67866 -2.02023

Calculated values
- Calculated total energy: -79256.7832 eV
- 2S+1: 3
- E_HOMO (spin up / spin down): -9.701 / -9.698 eV
- Energy above the lowest of the compared OMol25 structures with the same formula, charge and spin: 0.0 kcal per mole
- Gap between HOMO and LUMO (spin up / spin down): 0.2383 / 0.2402 hartree

Let us look at the natural (NBO) charges, expressed in e, one per atom:
1 O -1.174
2 Tm 2.331
3 N -1.350
4 S 1.404
5 O -0.897
6 C 0.768
7 F -0.306
8 F -0.316
9 F -0.305
10 S 2.093
11 O -1.118
12 O -0.912
13 C 0.724
14 F -0.324
15 F -0.308
16 F -0.308

=====

# C2FN3

2 unconnected molecules or ions with the total composition C2FN3 in a non-equilibrium geometry (wB97M-V/def2-TZVPD, the OMol25 dataset).

CARTESIAN COORDINATES (ANGSTROEM)
C 1.64627 -0.39718 0.02879
C -1.52733 0.42615 0.07240
N 0.59473 -0.87799 0.28958
N -1.52277 1.52904 0.29706
N 2.69478 0.02439 -0.36125
F -1.88568 -0.70441 -0.32657

Calculated values
- Calculated total energy: -9256.4356 eV
- 2S+1: 3
- E_HOMO (spin up / spin down): -12.025 / -12.477 eV
- Energy above the lowest of the compared OMol25 structures with the same formula, charge and spin: 15.2 kcal per mole
- Gap between HOMO and LUMO (spin up / spin down): 0.4624 / 0.3459 hartree

Let us look at the natural (NBO) charges, expressed in e, one per atom:
1 C 0.188
2 C 0.635
3 N -0.128
4 N -0.404
5 N -0.056
6 F -0.235

=====

# C2FN3O4

A single C2FN3O4 molecule in a non-equilibrium geometry (wB97M-V/def2-TZVPD, the OMol25 dataset).

CARTESIAN COORDINATES (ANGSTROEM)
C -0.82099 -1.38269 0.15897
C -0.32244 0.02243 0.11318
N -1.27516 -2.44887 0.27539
N 0.60042 0.41471 1.14695
N 0.34180 0.40183 -1.34634
O 0.20908 1.03016 2.04835
O 1.75760 0.08366 0.94395
O 0.65348 -0.48636 -2.01356
O 0.33063 1.56931 -1.48789
F -1.47442 0.79582 0.16101

Calculated values
- Calculated total energy: -17443.6383 eV
- 2S+1: 1
- E_HOMO: -12.442 eV
- Energy above the lowest of the compared OMol25 structures with the same formula, charge and spin: 0.0 kcal per mole
- SMILES: N#CC(F)([N+](=O)[O-])[N+](=O)[O-]
- Gap between HOMO and LUMO: 0.4010 hartree

Let us look at the natural (NBO) charges, expressed in e, one per atom:
1 C 0.184
2 C 0.387
3 N -0.170
4 N 0.490
5 N 0.579
6 O -0.257
7 O -0.353
8 O -0.274
9 O -0.308
10 F -0.277

=====

# C2H10BCsO

A molecular structure, C2H10BCsO in a non-equilibrium geometry (wB97M-V/def2-TZVPD, the OMol25 dataset).

CARTESIAN COORDINATES (ANGSTROEM)
Cs -0.36855 1.59515 -0.81458
B -1.77965 0.80014 0.83259
H -2.37457 0.43337 1.65465
H -0.76369 0.45392 0.94312
H -2.17263 0.33088 -0.05600
H -1.81845 1.87391 0.73391
C 0.45747 -1.27355 -0.60570
C 1.33026 -0.31317 0.17611
O 1.49540 0.76474 -0.71132
H 0.84418 -1.50190 -1.59888
H -0.55520 -0.90681 -0.77332
H 0.30134 -2.20790 -0.06652
H 2.32556 -0.63385 0.48373
H 0.84420 0.03451 1.08769
H 2.23436 0.55058 -1.28550

Calculated values
- Calculated total energy: -5499.8156 eV
- 2S+1: 1
- E_HOMO: -8.135 eV
- Energy above the lowest of the compared OMol25 structures with the same formula, charge and spin: 142.7 kcal per mole
- Gap between HOMO and LUMO: 0.2889 hartree

Let us look at the Mulliken charges, expressed in e, one per atom:
1 Cs 1.008
2 B -0.362
3 H -0.268
4 H -0.278
5 H -0.095
6 H -0.094
7 C -0.826
8 C -0.524
9 O -0.527
10 H 0.334
11 H 0.239
12 H 0.313
13 H 0.292
14 H 0.495
15 H 0.294